# C8H15N2OP

C8H15N2OP as an isolated structure at a distorted geometry (ωB97M-V with the def2-TZVPD basis set, the OMol25 dataset).

CARTESIAN COORDINATES (ANGSTROEM)
C1 0.45 -0.59 -0.06
C2 1.69 0.31 0.46
C3 -1.09 1.47 2.49
C4 -1.40 0.57 3.65
C5 1.36 -1.09 -2.48
C6 -0.15 0.87 -1.89
C7 -1.18 -1.38 -1.80
C8 0.19 -0.57 -1.51
N1 -0.20 -1.17 0.81
N2 -0.07 0.73 3.14
O1 2.02 0.15 1.78
P1 0.88 -0.54 2.71
H1 2.60 0.16 -0.05
H2 1.40 1.37 0.24
H3 -1.41 0.95 1.55
H4 -1.07 2.64 2.48
H5 -1.60 0.91 4.63
H6 -1.84 -0.21 3.09
H7 1.12 -2.10 -2.70
H8 1.29 -0.44 -3.29
H9 2.22 -1.05 -1.83
H10 -0.59 0.80 -2.91
H11 0.70 1.66 -1.87
H12 -0.87 1.28 -1.17
H13 -0.94 -2.46 -1.83
H14 -1.72 -1.10 -2.72
H15 -1.80 -1.17 -0.90

Computed properties:
- Electronic energy: -22852.681 eV
- Kohn-Sham gap: 8.949 eV
- Molar mass: 186.2 g/mol
- LUMO energy: 0.8 eV
- Energy above the lowest of the compared OMol25 structures with the same formula, charge and spin: 51.95 kcal per mole

=====

# C8H9N

One molecule with the formula C8H9N at a distorted geometry (ωB97M-V with the def2-TZVPD basis set, the OMol25 dataset).

CARTESIAN COORDINATES (ANGSTROEM)
C1 -2.13 -0.37 -0.57
C2 -2.00 0.81 0.00
C3 0.34 -0.96 -1.44
C4 0.92 -0.32 -0.45
C5 -1.03 -0.30 -1.62
C6 -0.80 1.23 -0.68
C7 1.12 0.16 1.95
C8 1.78 -0.52 0.79
N1 -0.96 1.04 -2.06
H1 -2.82 -1.20 -0.46
H2 -2.41 1.35 0.88
H3 0.79 -1.66 -2.12
H4 0.09 -0.34 2.34
H5 0.82 1.17 1.71
H6 1.86 0.17 2.85
H7 2.00 -1.55 1.06
H8 2.68 0.06 0.65
H9 -0.25 1.22 -2.83

Computed properties:
- Electronic energy: -9923.351 eV
- Kohn-Sham gap (spin up / spin down): 8.153 / 8.153 eV
- Molar mass: 119.2 g/mol
- LUMO energy (spin up / spin down): 0.6 / 0.6 eV
- Energy above the lowest of the compared OMol25 structures with the same formula, charge and spin: 190.05 kcal per mole

=====

# C16H40F4Li3N2O16S4

C16H40F4Li3N2O16S4 as an isolated structure at a distorted geometry (ωB97M-V with the def2-TZVPD basis set, the OMol25 dataset).

CARTESIAN COORDINATES (ANGSTROEM)
Li1 -6.39 7.14 8.85
Li2 -8.07 5.05 6.61
Li3 -8.21 2.47 6.85
N1 -6.64 3.75 7.09
S1 -5.23 3.63 6.10
O1 -4.85 2.34 5.63
O2 -4.33 4.72 6.26
F1 -6.11 4.11 4.84
S2 -5.83 3.89 8.42
O3 -5.79 5.21 9.02
O4 -4.75 3.00 8.68
F2 -6.95 3.08 9.30
N2 -1.27 7.74 3.62
S3 -2.20 6.79 4.72
O5 -1.48 5.86 5.55
O6 -3.57 6.51 4.36
F3 -2.38 7.98 5.80
S4 -1.02 6.54 2.66
O7 -2.13 6.07 1.85
O8 -0.08 5.54 3.14
F4 -0.07 7.38 1.66
C1 -7.09 1.46 3.54
O9 -7.58 1.36 4.89
C2 -7.74 -0.06 5.12
C3 -8.61 -0.47 6.30
O10 -8.42 0.48 7.33
C4 -9.14 0.20 8.54
H1 -7.64 0.91 2.78
H2 -6.03 1.22 3.62
H3 -7.14 2.49 3.18
H4 -6.71 -0.44 5.18
H5 -8.24 -0.57 4.29
H6 -8.41 -1.51 6.56
H7 -9.64 -0.36 5.95
H8 -8.95 1.02 9.23
H9 -8.88 -0.77 8.95
H10 -10.22 0.18 8.31
C5 -2.38 -2.21 -1.35
O11 -2.26 -1.67 -0.06
C6 -1.21 -0.75 0.08
C7 -1.25 -0.22 1.49
O12 -2.49 0.47 1.64
C8 -2.73 0.87 2.96
H11 -2.76 -3.23 -1.38
H12 -1.47 -2.14 -1.96
H13 -3.08 -1.62 -1.95
H14 -1.36 0.09 -0.60
H15 -0.22 -1.20 -0.04
H16 -0.44 0.47 1.74
H17 -1.28 -1.02 2.24
H18 -3.70 1.37 3.01
H19 -1.99 1.61 3.29
H20 -2.73 0.01 3.65
C9 -0.90 5.31 14.15
O13 -1.14 5.19 12.79
C10 -0.77 6.33 12.07
C11 -0.98 6.14 10.61
O14 -2.37 6.04 10.33
C12 -2.69 5.82 8.97
H21 -1.12 4.47 14.81
H22 -1.59 6.02 14.65
H23 0.09 5.74 14.36
H24 0.30 6.54 12.22
H25 -1.21 7.27 12.43
H26 -0.54 5.20 10.24
H27 -0.52 6.96 10.05
H28 -1.83 6.09 8.35
H29 -3.53 6.45 8.71
H30 -2.94 4.78 8.75
C13 -7.88 6.87 11.35
O15 -6.65 7.27 10.76
C14 -6.07 8.43 11.35
C15 -4.81 8.82 10.60
O16 -5.05 8.82 9.17
C16 -4.08 9.53 8.43
H31 -7.78 6.90 12.44
H32 -8.11 5.86 11.02
H33 -8.63 7.62 11.07
H34 -5.80 8.23 12.39
H35 -6.79 9.26 11.32
H36 -4.10 7.99 10.67
H37 -4.29 9.66 11.05
H38 -4.07 10.58 8.74
H39 -4.34 9.60 7.38
H40 -3.06 9.16 8.56

Computed properties:
- Electronic energy: -107793.524 eV
- Kohn-Sham gap: 3.581 eV
- Molar mass: 741.6 g/mol
- LUMO energy: -6.3 eV
- Net charge: +1

=====

# C4H5N3O

One molecule with the formula C4H5N3O at a distorted geometry (ωB97M-V with the def2-TZVPD basis set, the OMol25 dataset).

CARTESIAN COORDINATES (ANGSTROEM)
C1 1.10 -0.11 0.30
C2 -1.58 0.77 -0.56
C3 -0.90 -0.55 -0.57
C4 -0.17 -0.87 0.88
H1 2.76 -1.29 -0.73
H2 1.17 2.09 0.89
H3 -2.56 0.98 -0.81
H4 0.03 -0.49 -1.48
H5 -0.99 -0.48 1.83
N1 2.24 -0.28 -0.61
N2 0.73 1.30 0.41
N3 -0.69 1.64 0.05
O1 -0.88 -1.85 0.13

Computed properties:
- Electronic energy: -10737.300 eV
- Kohn-Sham gap: 9.106 eV
- Molar mass: 111.1 g/mol
- SMILES string: [H]/N=C1/NN=C[C@@H]2O[C@@H]12
- LUMO energy: 0.1 eV
- Energy above the lowest of the compared OMol25 structures with the same formula, charge and spin: 237.87 kcal per mole

=====

Q: Among the records above, which one has the highest electronic energy?
A: C8H9N

=====

Repeat the first record exactly.
# C8H15N2OP

C8H15N2OP as an isolated structure at a distorted geometry (ωB97M-V with the def2-TZVPD basis set, the OMol25 dataset).

CARTESIAN COORDINATES (ANGSTROEM)
C1 0.45 -0.59 -0.06
C2 1.69 0.31 0.46
C3 -1.09 1.47 2.49
C4 -1.40 0.57 3.65
C5 1.36 -1.09 -2.48
C6 -0.15 0.87 -1.89
C7 -1.18 -1.38 -1.80
C8 0.19 -0.57 -1.51
N1 -0.20 -1.17 0.81
N2 -0.07 0.73 3.14
O1 2.02 0.15 1.78
P1 0.88 -0.54 2.71
H1 2.60 0.16 -0.05
H2 1.40 1.37 0.24
H3 -1.41 0.95 1.55
H4 -1.07 2.64 2.48
H5 -1.60 0.91 4.63
H6 -1.84 -0.21 3.09
H7 1.12 -2.10 -2.70
H8 1.29 -0.44 -3.29
H9 2.22 -1.05 -1.83
H10 -0.59 0.80 -2.91
H11 0.70 1.66 -1.87
H12 -0.87 1.28 -1.17
H13 -0.94 -2.46 -1.83
H14 -1.72 -1.10 -2.72
H15 -1.80 -1.17 -0.90

Computed properties:
- Electronic energy: -22852.681 eV
- Kohn-Sham gap: 8.949 eV
- Molar mass: 186.2 g/mol
- LUMO energy: 0.8 eV
- Energy above the lowest of the compared OMol25 structures with the same formula, charge and spin: 51.95 kcal per mole